2 unconnected molecules or ions with the total composition C3H5NO3S. Source: OMol25; level of theory: ωB97M-V/def2-TZVPD.

Structure (XYZ):
```
13
Properties=species:S:1:pos:R:3:forces:R:3:lowdin_charge:R:1
C 1.44026 0.37016 -1.46294 -0.8 -0.7 0.8 -0.459
C -0.24846 -0.71278 2.41741 -3.5 0.2 2.3 -0.802
C -1.05286 0.87111 -0.62999 -1.9 -3.0 -0.8 -0.312
N 0.63489 -0.96723 1.59148 1.3 -1.5 -3.2 0.032
O -1.42949 -0.74215 2.85044 1.8 0.1 -0.7 -0.100
O 0.95693 -0.27484 2.91733 0.6 1.3 2.6 -0.139
O -0.51174 -1.26347 -2.28886 -0.7 -0.4 -1.0 -0.705
S 0.02097 -0.68603 -1.01356 0.4 2.1 -0.6 0.599
H 2.00869 -0.23729 -2.22053 0.0 0.3 1.2 -0.091
H 1.82732 0.50327 -0.39947 0.6 -0.2 -1.4 -0.071
H -0.40113 1.40322 0.01062 0.3 0.9 0.6 -0.025
H -1.21150 1.27626 -1.66791 0.2 -0.2 1.2 0.018
H -2.03389 0.45977 -0.10401 1.8 1.1 -1.0 0.053
```
Positions in Å, forces in eV/Å.

Results
HOMO energy ... 1.33 eV
Net charge ... -2

A molecular structure, C3H5NO3S. Source: OMol25; level of theory: ωB97M-V/def2-TZVPD.

Structure (XYZ):
```
13
Properties=species:S:1:pos:R:3:forces:R:3:lowdin_charge:R:1
C 1.61513 0.10354 0.02988 1.4 -0.6 1.7 -0.463
C -1.29442 -0.11326 0.72663 0.8 -0.5 -0.3 -0.416
C 0.39216 0.17282 -0.87945 -1.0 1.2 -1.1 -0.097
N -0.69929 -0.62993 -0.50555 1.3 1.0 -1.5 -0.097
O 1.64502 -0.99916 0.90530 -1.7 -0.1 -2.2 0.053
O 2.51103 0.89237 0.12255 -1.1 -0.3 -0.8 0.146
O -0.21010 1.81625 -0.24648 2.9 -0.9 -1.4 -0.595
S -1.65646 1.61848 0.26890 -2.2 -0.9 0.5 0.858
H -2.02805 -0.89013 0.95028 -0.4 0.9 0.8 0.105
H -0.41062 -0.05404 1.36319 -0.7 -0.2 0.9 0.075
H 0.58502 0.25029 -2.04332 -0.3 0.0 2.7 0.194
H 0.93697 -1.62308 0.55317 1.1 0.8 0.8 0.122
H -1.38639 -0.54414 -1.24511 -0.2 -0.4 -0.2 0.114
```
Positions in Å, forces in eV/Å.

Results
HOMO energy ... -8.39 eV
Net charge ... 0

2 unconnected molecules or ions with the total composition C3H5NO4. Source: OMol25; level of theory: ωB97M-V/def2-TZVPD.

Structure (XYZ):
```
13
Properties=species:S:1:pos:R:3:forces:R:3:lowdin_charge:R:1
C 0.42641 0.37278 0.12402 -1.2 -0.3 0.1 -0.008
C -1.33646 -1.12671 -0.92701 1.9 1.2 -0.6 -0.319
C -0.04254 1.77875 0.35895 4.6 -0.1 -4.1 -0.059
N 1.59040 -0.05778 0.51697 -2.0 0.5 -1.1 -0.367
O 1.78937 -1.41866 0.25347 0.6 -1.4 -0.8 0.019
O 2.51269 0.59299 1.06105 -0.6 -1.0 -0.4 -0.012
O -1.52426 -1.34081 -2.07777 0.2 0.3 1.3 0.139
O -1.90456 -1.52319 0.16575 2.0 1.7 1.2 0.155
H -0.35937 2.06970 1.26135 -1.2 0.4 3.8 0.024
H -0.75297 2.08146 -0.37480 -0.5 0.1 -0.6 0.056
H 0.97787 2.39396 0.16416 -2.3 -1.0 0.4 0.143
H 1.23940 -1.73559 -0.53907 0.9 1.4 1.6 0.130
H -2.61599 -2.08691 0.01294 -2.4 -1.9 -0.7 0.099
```
Positions in Å, forces in eV/Å.

Results
HOMO energy (spin up / spin down) ... -8.82 / -8.71 eV
Net charge ... 0

A single C3H5NOS molecule. Source: OMol25; level of theory: ωB97M-V/def2-TZVPD.

Structure (XYZ):
```
11
Properties=species:S:1:pos:R:3:forces:R:3:lowdin_charge:R:1
S 1.13053 -1.41582 0.92082 0.0 -0.1 0.0 0.759
C -0.22667 -0.45765 0.17943 -0.7 0.1 -0.3 -0.633
C 0.04410 -0.08853 -1.25538 0.3 1.1 0.4 -0.175
N 0.35554 1.14284 -1.42697 -0.2 -0.9 -0.1 0.062
O 0.29625 1.81974 -0.22254 -0.1 -0.2 0.2 -0.133
C -0.30966 0.95625 0.76083 1.0 -0.1 1.0 -0.207
H 0.94573 -2.53324 0.20235 0.0 0.0 0.0 -0.138
H -1.19366 -0.97659 0.29311 0.5 0.1 0.0 0.108
H 0.05131 -0.75896 -2.09096 0.0 -0.2 -0.2 0.110
H -1.34872 1.24020 0.90391 -0.1 0.2 0.0 0.117
H 0.25524 1.07174 1.73540 -0.7 -0.1 -1.1 0.130
```
Positions in Å, forces in eV/Å.

Results
Structure (SMILES) ... S[C@@H]1C=NOC1
HOMO energy ... -9.55 eV
Net charge ... 0

A single C3H5NOS molecule. Source: OMol25; level of theory: ωB97M-V/def2-TZVPD.

Structure (XYZ):
```
11
Properties=species:S:1:pos:R:3:forces:R:3:lowdin_charge:R:1
C -0.97884 -2.78012 0.41556 5.7 -3.8 -0.6 -0.134
C -1.55605 -1.50311 0.43079 -1.7 5.9 -3.1 -0.220
N -1.07601 -0.34947 -0.08580 0.2 -2.6 2.1 0.107
O 0.43790 -0.46546 -0.21751 -0.7 1.9 0.5 -0.240
C 1.19756 0.71307 -0.10880 0.7 -0.1 1.2 -0.664
S 0.91874 2.39954 -0.24106 0.2 -4.0 0.1 0.549
H -1.61421 -3.46372 -0.11016 -0.7 -0.5 0.1 0.060
H -0.64684 -3.26446 1.39654 -0.8 0.9 -1.1 0.106
H 0.09003 -2.88371 -0.28786 -3.0 0.8 2.1 0.163
H -2.73076 -1.44022 0.47054 2.4 0.1 0.3 0.154
H 2.25483 0.25043 0.30329 -2.5 1.4 -1.4 0.120
```
Positions in Å, forces in eV/Å.

Results
Structure (SMILES) ... C/C=N\OC=S
HOMO energy ... -8.84 eV
Net charge ... 0

A single C3H5NOS molecule. Source: OMol25; level of theory: ωB97M-V/def2-TZVPD.

Structure (XYZ):
```
11
Properties=species:S:1:pos:R:3:forces:R:3:lowdin_charge:R:1
C 0.26827 -1.31775 -0.53115 0.8 0.7 -0.3 -0.208
N 0.68033 -0.66316 -1.55742 -1.0 -0.1 0.7 -0.327
S 0.31219 1.00928 -1.72087 0.3 -0.4 0.5 0.856
C -0.06480 1.51889 -0.00260 0.9 -0.2 -0.4 -0.477
O -0.88956 0.57924 0.64262 -0.5 0.8 -0.1 -0.187
C -0.36403 -0.69483 0.77032 0.6 -2.0 -1.2 -0.215
H 0.53960 -2.41143 -0.59325 -0.5 1.1 0.6 0.119
H 0.87541 1.65211 0.59578 -0.7 0.1 -0.6 0.103
H -0.58470 2.47938 -0.18060 0.1 -0.5 0.7 0.085
H -1.20423 -1.34936 1.04465 0.3 0.2 0.1 0.126
H 0.43152 -0.80237 1.53254 -0.3 0.3 0.0 0.125
```
Positions in Å, forces in eV/Å.

Results
Structure (SMILES) ... C1=NSCOC1
HOMO energy ... -8.71 eV
Net charge ... 0

Relative energy (zero: lowest compared OMol25 entry of this formula, charge and spin) for the records above, in order: 43.15; 62.24; 192.98; 57.31; 113.84; 48.01 kcal/mol